Entry 1:
{
  "formula": "C3H9S2",
  "method": "ωB97M-V with the def2-TZVPD basis set",
  "homo_ev": -3.0,
  "charge": -1,
  "orbital_gap_ev": 6.746,
  "symbols": ["S", "H", "H", "C", "C", "C", "S", "H", "H", "H", "H", "H", "H", "H"],
  "xyz": [[-2.318, -0.785, 0.035], [-1.220, -0.196, -0.800], [-3.290, -0.599, -0.870], [1.196, -0.929, 1.534], [1.799, 0.364, 0.997], [0.781, 1.166, 0.172], [0.429, 0.459, -1.460], [0.356, -0.695, 2.197], [1.904, -1.546, 2.090], [0.774, -1.530, 0.726], [2.119, 0.971, 1.853], [2.676, 0.142, 0.391], [1.165, 2.181, 0.059], [-0.149, 1.204, 0.747]]
}


Entry 2:
{
  "formula": "C9H24ClN3O3",
  "method": "ωB97M-V with the def2-TZVPD basis set",
  "homo_ev": -16.4,
  "charge": 2,
  "orbital_gap_ev": 10.883,
  "symbols": ["Cl", "C", "C", "O", "N", "H", "H", "C", "H", "H", "H", "H", "H", "H", "C", "C", "O", "N", "H", "H", "C", "H", "H", "H", "H", "H", "H", "C", "C", "O", "N", "H", "H", "C", "H", "H", "H", "H", "H", "H"],
  "xyz": [[-0.389, 0.284, 0.622], [2.650, 3.819, -1.177], [2.433, 3.320, 0.186], [3.097, 2.776, 1.032], [0.912, 3.427, 0.629], [0.418, 3.895, -0.117], [0.720, 2.453, 0.675], [0.593, 4.141, 1.947], [1.786, 3.706, -1.835], [3.505, 3.375, -1.671], [2.812, 4.898, -0.981], [0.251, 5.219, 1.806], [1.523, 4.207, 2.471], [-0.205, 3.669, 2.551], [0.988, -2.925, 1.608], [-0.472, -3.242, 1.698], [-1.087, -4.084, 1.129], [-1.265, -2.269, 2.660], [-0.786, -2.169, 3.554], [-1.094, -1.351, 2.263], [-2.714, -2.602, 2.718], [1.321, -2.575, 2.585], [1.089, -1.969, 1.045], [1.564, -3.710, 1.127], [-3.103, -2.256, 1.750], [-3.178, -2.046, 3.573], [-2.944, -3.690, 2.821], [0.547, -1.499, -3.658], [-0.174, -2.140, -2.562], [-0.201, -3.311, -2.223], [-1.109, -1.241, -1.794], [-1.774, -1.848, -1.273], [-0.571, -0.722, -0.989], [-1.737, -0.112, -2.474], [-0.166, -1.117, -4.395], [1.287, -2.183, -4.083], [1.081, -0.612, -3.317], [-2.078, 0.619, -1.761], [-2.535, -0.521, -3.078], [-0.992, 0.386, -3.062]]
}


Entry 3:
{
  "formula": "CH2N2O3Si",
  "method": "ωB97M-V with the def2-TZVPD basis set",
  "homo_ev": [-9.7, -9.7],
  "orbital_gap_ev": [7.785, 7.783],
  "smiles": "N#C[Si]12ON1O2.O",
  "symbols": ["N", "C", "Si", "O", "N", "O", "O", "H", "H"],
  "xyz": [[3.565, -1.659, -0.606], [2.567, -2.026, -1.108], [1.108, -2.655, -2.123], [0.037, -3.532, -0.996], [0.353, -4.672, -1.556], [1.416, -4.356, -2.289], [0.871, -1.326, 1.877], [0.477, -1.142, 2.710], [1.777, -1.636, 1.799]]
}


These records have DFT total energy values of -916.1089 -1206.9352 -663.9184 Eh, in the order they appear.
These records have ΔE to the lowest compared entry with this formula, charge and spin values of 15.0 0.0 210.4 kJ/mol, in the order they appear.